Formula: C118H188N18O7
Source: the OMol25 dataset
Level of theory: ωB97M-V/def2-TZVPD

The max |F| comes out at 3.463 eV/A. The orbital gap is 8.65 eV. The value obtained for the total energy is -166559.666 eV. The HOMO energy is -8.201 eV.

The geometry in XYZ format:
```
331
Properties=species:S:1:pos:R:3:forces:R:3:lowdin_charge:R:1
N -0.148 -6.010 1.215 0.5 0.7 0.3 0.06
C -0.994 -5.758 0.220 1.1 -0.3 -1.0 -0.13
C -0.531 -5.590 -1.112 -2.7 0.1 0.7 -0.05
C 0.780 -5.722 -1.362 1.1 0.7 -1.4 -0.10
C 1.655 -5.785 -0.318 1.8 -0.8 0.3 -0.08
C 1.187 -5.932 0.960 -1.0 0.0 0.4 -0.14
H -2.065 -5.766 0.419 0.2 0.0 0.2 0.08
H -1.265 -5.376 -1.895 0.3 -0.2 0.2 0.09
H 1.213 -5.669 -2.358 -0.3 0.0 0.0 0.10
H 2.721 -5.840 -0.565 -0.3 0.2 0.4 0.10
H 1.879 -5.979 1.811 -0.4 -0.2 -0.3 0.10
N -2.477 3.538 -4.583 0.2 -0.6 0.2 0.05
C -3.777 3.759 -4.602 -0.3 0.3 -0.3 -0.13
C -4.689 2.928 -3.970 -1.1 1.5 -0.6 -0.06
C -4.231 1.878 -3.275 0.5 -1.7 0.9 -0.09
C -2.869 1.604 -3.237 0.2 -0.7 0.3 -0.05
C -2.035 2.450 -3.913 0.6 1.0 -0.5 -0.13
H -4.129 4.637 -5.142 0.2 0.0 0.0 0.12
H -5.755 3.149 -3.985 0.3 0.0 -0.1 0.12
H -4.920 1.234 -2.761 -0.3 -0.2 0.1 0.06
H -2.478 0.742 -2.676 -0.2 0.5 -0.4 0.09
H -0.950 2.349 -3.912 -0.2 -0.2 0.0 0.11
N 5.481 -4.324 -0.083 0.9 0.1 -1.2 0.06
C 6.832 -4.336 -0.107 -0.8 -1.4 0.9 -0.14
C 7.602 -4.025 1.015 0.4 0.9 -0.6 -0.07
C 6.948 -3.438 2.076 -1.3 -0.1 0.5 -0.08
C 5.532 -3.386 2.097 1.3 -0.3 0.6 -0.05
C 4.858 -3.863 0.979 0.9 0.9 1.0 -0.18
H 7.266 -4.832 -0.969 0.1 0.3 -0.1 0.08
H 8.700 -4.082 1.068 -0.6 -0.1 -0.4 0.11
H 7.538 -3.049 2.892 -0.1 -0.1 0.3 0.10
H 5.007 -3.092 3.020 0.2 0.2 -0.7 0.10
H 3.807 -3.708 0.950 -1.0 -0.4 -0.3 0.08
N 6.365 7.789 1.616 0.5 -1.0 0.5 0.05
C 5.835 6.557 1.831 0.6 0.7 -0.6 -0.13
C 4.472 6.333 1.729 -0.3 0.0 -0.5 -0.09
C 3.669 7.407 1.352 -0.8 0.5 0.7 -0.08
C 4.209 8.668 1.138 -0.1 -0.7 -0.2 -0.08
C 5.574 8.792 1.308 -0.1 1.0 -0.4 -0.18
H 6.582 5.759 1.991 -0.7 0.4 0.1 0.11
H 3.995 5.356 1.836 0.5 0.2 0.2 0.09
H 2.580 7.312 1.377 0.3 -0.3 -0.4 0.10
H 3.634 9.511 0.775 -0.2 -0.1 0.3 0.10
H 5.993 9.801 1.134 0.2 -0.7 0.2 0.11
N -3.425 -3.953 3.749 1.4 1.3 -0.5 0.07
C -4.549 -4.468 4.125 -1.3 0.0 0.4 -0.15
C -4.813 -5.814 3.954 -2.6 0.2 2.2 -0.09
C -3.920 -6.665 3.473 1.8 0.0 -1.0 -0.09
C -2.731 -6.093 3.057 1.8 -2.1 -0.7 -0.09
C -2.508 -4.759 3.189 -0.1 0.7 0.4 -0.13
H -5.283 -3.810 4.621 0.4 -0.3 -0.3 0.12
H -5.644 -6.266 4.474 -0.7 0.3 -0.3 0.11
H -4.102 -7.711 3.464 0.0 -0.8 -0.1 0.11
H -1.897 -6.743 2.725 -0.6 0.6 0.0 0.10
H -1.551 -4.318 2.928 -0.1 0.0 -0.1 0.10
N 2.818 0.597 3.290 1.2 0.4 -0.7 0.07
C 1.990 0.653 4.300 -0.7 -0.7 1.2 -0.14
C 2.369 0.434 5.626 -0.5 0.0 -0.7 -0.06
C 3.687 0.137 5.904 -1.6 0.2 1.0 -0.08
C 4.517 0.027 4.845 2.2 0.0 -0.5 -0.07
C 4.095 0.332 3.555 0.2 -0.4 0.4 -0.10
H 0.949 0.757 4.043 -0.3 0.3 0.0 0.10
H 1.609 0.404 6.373 -0.3 0.2 0.5 0.10
H 4.007 -0.003 6.933 0.1 -0.2 -0.2 0.12
H 5.534 -0.274 5.109 0.0 0.2 -0.7 0.11
H 4.783 0.344 2.722 0.0 -0.1 -0.1 0.09
N -4.779 4.291 2.357 -0.5 -0.5 0.6 0.06
C -3.577 4.203 1.800 0.5 0.4 -0.1 -0.15
C -3.339 4.690 0.531 1.8 -0.8 0.3 -0.08
C -4.331 5.286 -0.166 0.2 0.3 -2.0 -0.11
C -5.584 5.311 0.323 -1.9 -0.1 1.7 -0.06
C -5.772 4.782 1.640 -0.4 0.6 -1.9 -0.14
H -2.756 3.786 2.390 -0.4 -0.1 -0.1 0.09
H -2.395 4.576 0.003 0.1 -0.1 0.6 0.07
H -4.104 5.608 -1.176 -0.1 0.2 0.0 0.11
H -6.410 5.719 -0.273 0.3 -0.2 0.5 0.11
H -6.801 4.744 2.009 0.5 0.0 0.4 0.10
N -4.329 -9.171 -2.319 0.3 -1.4 -1.1 0.06
C -4.214 -7.913 -2.639 0.0 1.5 0.3 -0.14
C -4.264 -6.883 -1.696 -0.2 -0.1 0.7 -0.07
C -4.505 -7.192 -0.350 0.4 -0.6 -0.9 -0.06
C -4.661 -8.558 -0.068 0.4 0.9 0.8 -0.08
C -4.511 -9.494 -1.062 -0.3 -0.3 0.7 -0.17
H -4.054 -7.652 -3.675 -0.1 -0.1 -0.2 0.10
H -4.116 -5.876 -2.040 0.0 0.2 0.0 0.06
H -4.448 -6.439 0.442 -0.3 -0.2 -0.3 0.09
H -4.768 -8.906 0.947 -0.2 0.0 0.2 0.09
H -4.508 -10.550 -0.789 -0.2 0.1 -0.2 0.11
N -6.282 0.623 -1.124 -0.8 -0.4 -1.3 0.04
C -7.397 0.023 -0.687 0.8 0.2 1.0 -0.14
C -7.547 -0.301 0.660 -1.0 -0.3 -0.8 -0.07
C -6.496 -0.055 1.522 0.3 0.7 1.0 -0.06
C -5.354 0.600 1.078 -1.1 -0.3 -1.6 -0.03
C -5.304 0.897 -0.298 0.8 0.6 1.4 -0.17
H -8.190 -0.198 -1.390 0.1 0.2 -0.2 0.10
H -8.539 -0.689 0.960 0.9 0.0 0.1 0.11
H -6.578 -0.226 2.591 -0.1 -0.2 -0.1 0.11
H -4.590 0.948 1.724 0.6 0.0 0.6 0.08
H -4.425 1.452 -0.689 -0.7 -0.4 0.1 0.09
N 3.786 -7.952 -3.506 0.0 -0.9 0.0 0.05
C 4.633 -8.960 -3.242 1.1 1.6 1.5 -0.12
C 5.933 -8.710 -2.705 -0.4 0.0 -1.2 -0.05
C 6.390 -7.392 -2.586 0.1 -0.8 -0.4 -0.09
C 5.503 -6.402 -2.908 0.0 1.1 1.1 -0.10
C 4.210 -6.719 -3.287 0.9 0.2 -1.2 -0.17
H 4.258 -9.960 -3.353 0.0 -0.3 -0.2 0.09
H 6.635 -9.516 -2.580 -0.1 -0.3 0.2 0.09
H 7.428 -7.089 -2.388 -0.5 -0.6 0.3 0.11
H 5.825 -5.375 -2.701 -0.5 -0.2 -0.6 0.09
H 3.630 -5.926 -3.720 -0.8 0.4 0.4 0.09
N 1.782 -3.208 6.372 1.4 2.1 0.1 0.06
C 1.032 -4.161 6.833 -0.3 -0.9 0.0 -0.17
C 0.574 -5.181 6.024 -0.6 -0.2 0.6 -0.08
C 0.866 -5.163 4.700 0.2 0.1 -1.8 -0.08
C 1.679 -4.131 4.192 -0.2 0.3 1.1 -0.05
C 2.141 -3.152 5.085 -1.5 -1.9 -0.1 -0.12
H 0.757 -4.161 7.877 0.1 0.2 0.2 0.10
H -0.091 -5.926 6.410 -0.2 -0.4 0.3 0.10
H 0.394 -5.919 4.045 0.5 0.5 0.2 0.10
H 1.866 -4.001 3.150 0.2 -0.2 -0.6 0.05
H 2.709 -2.316 4.735 0.4 0.4 0.0 0.08
C 1.392 0.442 -6.418 -0.9 -0.1 -1.0 -0.01
C 2.367 -0.691 -6.722 0.1 -0.2 0.2 -0.56
C 3.565 -0.604 -5.823 0.6 0.1 0.2 -0.15
C 3.211 -0.879 -4.379 -0.6 0.5 0.2 -0.17
C 2.623 -2.299 -4.351 0.6 0.2 0.6 -0.12
C 1.364 -2.468 -5.247 1.8 -0.7 0.5 -0.49
N 1.809 -2.045 -6.586 -1.1 0.5 -0.2 -0.06
O 0.619 -2.047 -7.413 0.2 -0.6 -0.2 -0.05
C 1.180 -3.997 -5.351 0.7 -0.2 1.0 -0.04
C 0.089 -1.872 -4.628 -0.4 -0.6 -0.8 -0.02
C 2.887 -0.563 -8.135 -1.2 1.0 -0.3 -0.03
H 1.255 0.701 -5.382 0.3 0.0 0.4 0.06
H 0.400 0.145 -6.785 0.2 0.2 0.0 0.09
H 1.682 1.329 -6.985 0.0 0.1 0.2 0.09
H 4.309 -1.355 -6.122 -0.1 0.1 -0.1 0.13
H 4.003 0.371 -6.057 0.1 0.1 0.6 0.13
H 2.489 -0.136 -3.980 0.2 -0.4 -0.3 0.10
H 4.091 -0.725 -3.756 0.0 -0.6 0.1 0.07
H 2.444 -2.624 -3.310 -0.3 0.1 -0.4 0.11
H 3.407 -2.976 -4.742 -0.3 0.2 0.1 0.12
H 2.082 -4.581 -5.589 0.1 0.7 -0.2 0.09
H 0.949 -4.317 -4.328 -0.5 -0.3 -0.3 0.07
H 0.460 -4.314 -6.075 -0.9 -0.1 -0.2 0.07
H -0.661 -1.823 -5.434 0.0 -0.1 0.4 0.08
H -0.210 -2.605 -3.878 -0.3 0.1 0.0 0.07
H 0.097 -0.906 -4.143 0.6 0.4 0.0 0.06
H 3.581 -1.353 -8.351 0.3 -0.3 -0.3 0.08
H 3.338 0.424 -8.219 0.4 -0.1 -0.1 0.09
H 2.031 -0.523 -8.823 0.4 -0.4 -0.1 0.09
H 0.730 -2.841 -7.955 0.0 0.3 0.1 0.11
C -2.648 0.862 4.084 1.8 -2.2 -0.6 -0.02
C -2.508 -0.021 5.382 0.4 0.9 0.2 -0.42
C -2.080 0.960 6.533 1.0 -0.1 -0.6 -0.14
C -2.304 0.449 7.914 -0.4 -1.6 0.5 -0.20
C -3.752 0.089 8.014 -0.8 -0.5 1.4 -0.16
C -4.271 -0.954 7.043 1.2 -1.1 -1.0 -0.51
N -3.866 -0.487 5.695 0.4 0.5 0.1 -0.10
O -4.316 -1.305 4.662 -1.0 0.2 -0.2 -0.04
C -3.750 -2.363 7.363 1.5 -0.5 1.2 -0.02
C -5.768 -0.973 7.069 -0.9 1.0 0.2 -0.04
C -1.390 -1.134 5.177 -1.4 0.1 0.0 0.00
H -3.524 1.456 4.007 -0.7 0.8 0.5 0.07
H -2.640 0.251 3.156 -0.3 -0.2 0.6 0.06
H -1.703 1.396 3.954 -0.1 0.6 0.2 0.07
H -0.996 1.111 6.534 0.0 0.3 -1.0 0.09
H -2.596 1.919 6.387 0.2 -0.1 0.0 0.13
H -1.991 1.112 8.724 -0.1 0.3 -0.3 0.12
H -1.736 -0.483 8.112 0.1 0.4 -0.3 0.11
H -4.353 0.949 7.813 -0.4 0.9 0.0 0.11
H -3.999 -0.233 9.037 -0.1 0.0 -0.2 0.13
H -2.650 -2.409 7.516 -0.4 0.4 -0.3 0.07
H -4.109 -2.765 8.319 -0.4 0.4 0.0 0.09
H -3.936 -3.164 6.666 -0.5 0.1 -0.8 0.06
H -6.165 -1.369 7.991 0.1 -0.2 0.5 0.08
H -6.142 0.055 6.991 0.0 -0.1 -0.1 0.09
H -6.218 -1.534 6.271 0.1 -0.3 -0.5 0.07
H -1.034 -1.580 6.117 0.1 0.4 -0.3 0.07
H -0.597 -0.789 4.530 0.5 0.6 0.3 0.04
H -1.757 -1.959 4.569 -0.5 -0.3 0.1 0.05
H -3.701 -2.030 4.524 0.5 -0.6 -0.1 0.02
C 0.934 7.858 -5.546 -0.8 0.3 -1.1 -0.03
C 1.168 6.429 -5.017 -0.4 -0.4 -1.5 -0.51
C 2.447 6.338 -4.233 0.3 -0.4 0.4 -0.18
C 2.309 7.033 -2.895 -0.7 0.1 -0.2 -0.16
C 1.124 6.348 -2.168 1.1 -0.2 -0.5 -0.11
C -0.220 6.452 -2.929 0.8 -1.2 1.0 -0.52
N 0.048 5.844 -4.219 0.2 0.4 -0.9 -0.07
O -1.162 5.924 -4.971 0.3 0.4 -0.3 -0.06
C -1.082 5.459 -2.179 -1.3 -0.4 1.0 -0.07
C -0.926 7.796 -2.900 0.4 1.2 0.5 -0.02
C 1.372 5.454 -6.242 0.8 0.3 0.0 -0.03
H 0.750 8.704 -4.849 0.3 -0.9 -0.2 0.07
H 0.060 7.783 -6.204 -0.2 0.2 0.3 0.08
H 1.704 8.163 -6.277 0.2 -0.2 0.6 0.09
H 2.566 5.264 -4.077 0.4 -0.1 0.3 0.10
H 3.294 6.678 -4.850 -0.3 0.1 0.2 0.13
H 2.125 8.096 -3.084 -0.2 0.0 0.2 0.10
H 3.221 7.009 -2.324 0.4 -0.3 0.4 0.10
H 1.022 6.681 -1.152 -0.2 0.5 0.5 0.10
H 1.392 5.258 -2.067 -0.3 0.9 -0.3 0.13
H -0.692 4.431 -2.161 0.3 0.4 0.0 0.07
H -1.223 5.835 -1.156 0.3 -0.2 0.0 0.08
H -2.107 5.351 -2.531 -0.1 0.3 -0.5 0.07
H -1.737 7.843 -3.599 -0.1 -0.1 -0.9 0.08
H -1.461 7.957 -1.965 0.3 -0.2 0.4 0.08
H -0.277 8.688 -3.026 -0.3 -0.6 -0.1 0.08
H 2.259 5.789 -6.865 -1.1 -0.2 0.6 0.10
H 0.478 5.333 -6.859 0.1 0.3 0.0 0.07
H 1.632 4.440 -5.880 -0.2 0.5 0.1 0.07
H -1.561 5.033 -4.895 0.2 -0.2 -0.1 0.03
C 5.078 -0.674 -0.704 0.6 0.3 0.3 0.00
C 6.172 0.406 -0.524 0.4 1.0 -0.9 -0.49
C 7.199 0.430 -1.673 -0.3 0.1 -0.3 -0.14
C 6.583 0.950 -2.947 -0.9 -0.1 0.5 -0.17
C 6.065 2.382 -2.775 0.3 -0.8 -1.4 -0.13
C 5.126 2.509 -1.605 0.6 0.6 0.2 -0.55
N 5.765 1.832 -0.475 -0.6 -0.8 1.2 -0.06
O 5.047 2.033 0.747 -0.5 0.2 0.0 -0.04
C 5.056 3.976 -1.252 0.0 0.0 0.7 -0.03
C 3.741 2.030 -2.012 0.0 -1.0 1.7 -0.01
C 6.985 0.066 0.720 0.0 0.8 0.9 -0.04
H 4.329 -0.586 0.090 0.0 -0.1 -0.1 0.07
H 5.610 -1.625 -0.604 -0.3 -0.1 0.0 0.07
H 4.562 -0.667 -1.664 0.1 0.0 0.1 0.05
H 7.948 1.153 -1.382 0.7 -0.2 0.3 0.12
H 7.608 -0.565 -1.846 0.2 0.0 0.2 0.12
H 5.714 0.318 -3.071 -0.3 -0.2 -0.7 0.07
H 7.221 0.826 -3.810 0.2 0.1 -0.2 0.11
H 5.448 2.588 -3.682 0.7 0.4 0.4 0.13
H 6.927 3.053 -2.686 -0.3 0.1 -0.1 0.13
H 4.690 4.415 -2.160 0.0 1.0 -0.4 0.07
H 4.354 4.158 -0.445 -0.3 0.0 0.0 0.07
H 6.021 4.374 -0.902 -0.2 -0.1 -0.5 0.10
H 3.218 2.639 -2.743 0.1 0.2 0.0 0.10
H 3.851 1.014 -2.361 -0.4 -0.2 -0.5 0.04
H 3.170 1.933 -1.068 -0.2 0.2 -0.6 0.07
H 7.595 0.894 1.176 -0.6 -0.5 -0.9 0.11
H 7.646 -0.700 0.361 0.5 -0.6 0.4 0.07
H 6.368 -0.320 1.533 0.0 -0.2 -0.1 0.05
H 4.104 1.791 0.629 0.4 -0.1 -0.2 0.07
C -7.377 -5.537 -3.504 1.0 0.7 -0.3 -0.02
C -6.498 -4.338 -3.967 0.0 0.0 0.3 -0.47
C -6.306 -3.516 -2.679 -0.3 1.7 -0.9 -0.14
C -5.197 -2.471 -2.780 0.1 -0.5 -0.9 -0.17
C -3.913 -3.215 -3.125 0.1 0.7 -0.2 -0.13
C -3.986 -4.001 -4.448 0.1 0.2 0.1 -0.52
N -5.158 -4.873 -4.321 -0.6 -0.8 -0.5 -0.07
O -5.289 -5.853 -5.388 0.3 0.6 0.6 -0.03
C -4.017 -3.014 -5.602 -1.1 1.1 -0.4 -0.02
C -2.744 -4.842 -4.593 1.0 -0.8 0.0 -0.03
C -7.212 -3.474 -5.072 -0.1 -0.8 0.6 -0.01
H -8.254 -5.097 -3.070 -0.7 0.1 0.2 0.07
H -6.831 -6.036 -2.694 -0.2 -0.2 -0.4 0.07
H -7.641 -6.206 -4.313 0.0 -0.2 0.0 0.08
H -7.238 -2.958 -2.518 -0.1 -0.4 0.3 0.12
H -6.090 -4.151 -1.848 0.0 -0.6 0.6 0.11
H -5.074 -1.933 -1.848 -0.1 0.2 0.2 0.09
H -5.433 -1.739 -3.577 0.1 -0.1 0.5 0.10
H -3.693 -3.897 -2.323 0.1 -0.4 0.4 0.09
H -3.079 -2.507 -3.153 0.1 -0.1 -0.2 0.12
H -3.074 -2.531 -5.847 0.3 -0.2 0.3 0.08
H -4.375 -3.434 -6.543 -0.1 -0.2 0.0 0.08
H -4.699 -2.183 -5.346 0.2 -0.4 -0.4 0.07
H -1.885 -4.185 -4.813 -0.2 -0.3 0.3 0.07
H -2.519 -5.463 -3.716 -0.1 0.4 0.1 0.06
H -2.784 -5.596 -5.384 -0.3 0.4 -0.2 0.09
H -6.927 -2.419 -5.028 0.1 -0.2 -0.2 0.07
H -8.306 -3.526 -4.947 0.3 0.0 0.2 0.08
H -7.031 -3.916 -6.052 0.2 0.2 -0.1 0.07
H -5.205 -5.427 -6.257 -0.1 0.3 0.3 0.08
C 0.187 1.491 -1.427 -0.2 1.2 0.1 -0.01
C -0.219 1.301 0.025 0.8 -0.4 1.9 -0.47
C -1.680 0.933 0.251 -0.7 -0.5 -1.1 -0.12
C -2.005 -0.492 -0.285 0.2 0.0 -0.6 -0.16
C -1.142 -1.464 0.520 -0.5 -0.1 -0.2 -0.13
C 0.377 -1.168 0.451 0.3 -0.4 -0.1 -0.47
N 0.558 0.255 0.767 0.6 0.6 0.7 -0.04
O 1.966 0.588 0.727 -0.3 -0.3 -1.8 -0.09
C 0.933 -1.975 1.631 0.4 -0.7 -0.5 -0.04
C 1.032 -1.632 -0.898 -1.0 -0.5 0.5 0.00
C 0.039 2.608 0.822 0.1 0.1 0.1 -0.01
H -0.039 0.665 -2.093 0.0 -0.1 0.0 0.06
H 1.253 1.732 -1.439 -0.2 -0.3 -0.2 0.06
H -0.339 2.394 -1.796 0.2 -0.5 0.1 0.06
H -1.931 0.970 1.322 0.2 0.1 -0.4 0.10
H -2.240 1.715 -0.285 -0.2 -0.2 0.2 0.10
H -1.772 -0.580 -1.366 0.3 0.1 0.4 0.08
H -3.075 -0.787 -0.282 0.5 0.4 0.6 0.10
H -1.346 -2.528 0.278 0.3 0.5 -0.1 0.12
H -1.472 -1.347 1.563 0.2 0.0 -0.1 0.11
H 0.409 -1.668 2.529 0.2 0.2 0.4 0.06
H 0.653 -3.029 1.459 0.2 0.2 0.0 0.07
H 2.036 -1.940 1.757 -0.6 0.2 -0.1 0.08
H 0.930 -2.730 -0.993 0.2 0.3 0.3 0.08
H 0.428 -1.262 -1.727 0.4 0.2 -0.1 0.04
H 2.089 -1.360 -0.983 -0.3 0.1 0.0 0.07
H 1.098 2.834 0.967 0.0 0.0 -0.5 0.08
H -0.349 2.606 1.843 -0.2 -0.6 0.0 0.06
H -0.472 3.450 0.368 0.1 0.2 -0.4 0.06
H 2.350 0.671 1.620 -0.9 -0.2 0.8 0.02
C 3.393 5.666 5.090 0.2 -0.2 -0.4 -0.03
C 1.991 5.038 4.876 1.3 0.6 0.6 -0.52
C 1.919 3.987 5.978 0.4 -1.5 0.3 -0.15
C 0.494 3.539 6.267 -0.2 -0.4 -0.2 -0.20
C -0.354 4.779 6.576 0.2 0.0 -0.9 -0.11
C -0.349 5.803 5.366 -0.2 -0.3 2.4 -0.50
N 1.064 6.121 5.189 -0.5 1.1 -2.1 -0.03
O 1.070 6.977 3.947 0.3 -0.2 1.2 -0.05
C -1.101 5.262 4.166 -0.6 0.4 -0.8 -0.03
C -1.024 7.070 5.934 -1.1 -0.1 -0.6 -0.04
C 1.932 4.392 3.487 0.8 -0.1 0.6 -0.02
H 3.730 6.392 4.355 -0.4 0.1 -0.4 0.06
H 4.123 4.846 5.013 0.0 0.3 0.5 0.09
H 3.397 6.195 6.050 0.2 -0.5 0.0 0.09
H 2.570 3.122 5.608 -0.9 1.0 0.6 0.12
H 2.352 4.308 6.941 0.1 0.3 -0.5 0.13
H 0.444 2.819 7.111 0.1 0.3 -0.5 0.11
H 0.177 3.018 5.356 -0.5 -0.1 0.2 0.08
H 0.130 5.241 7.432 0.1 0.4 0.1 0.11
H -1.383 4.598 6.900 0.1 -0.3 -0.3 0.12
H -2.152 5.561 4.252 0.0 -0.4 0.2 0.09
H -0.827 5.709 3.196 0.4 -0.1 0.5 0.09
H -1.030 4.179 4.066 -0.1 0.0 0.1 0.06
H -0.552 7.472 6.811 0.7 0.0 0.3 0.07
H -1.099 7.853 5.190 0.3 0.2 -0.3 0.07
H -2.075 6.912 6.238 0.4 -0.4 -0.2 0.09
H 1.075 3.765 3.305 -0.2 -0.3 0.0 0.05
H 2.863 3.819 3.417 -0.3 -0.4 0.0 0.09
H 2.033 5.111 2.701 -0.4 0.6 -0.4 0.05
H 1.476 7.796 4.260 -0.1 -0.2 0.0 0.10
```
Positions in Å, forces in eV/Å.